The following is a DFT calculation (ωB97M-V/def2-TZVPD) of C40H39CaN5O10 as an isolated structure.

Structure (XYZ):
```
95
Properties=species:S:1:pos:R:3
Ca 0.2737 -0.0198 1.0686
O 3.9810 1.1805 1.6248
C 2.8904 0.9804 2.1455
O 1.7848 1.5661 1.8447
C 2.8164 -0.0532 3.2934
C 1.5420 0.0455 4.1362
C 1.7083 -0.7397 5.4415
C 1.5441 -2.1986 4.9545
C 1.4020 -1.9919 3.4483
O 0.6052 -0.7815 3.3984
C 2.7739 -1.5581 2.8664
C 2.8802 -1.9144 1.3773
O 3.5754 -2.8651 1.0487
O 2.1471 -1.2223 0.5744
H 3.7043 0.1137 3.9035
H 1.1358 1.0502 4.2213
H 0.9380 -0.4728 6.1643
H 2.6802 -0.5496 5.8958
H 0.6395 -2.6495 5.3612
H 2.3894 -2.8380 5.2013
H 0.8859 -2.7769 2.9000
H 3.5660 -2.1126 3.3648
O -7.9687 -1.5092 -1.2158
C -7.1213 -1.4854 -0.1606
O -7.4859 -1.8904 0.9058
C -5.7479 -0.9435 -0.4070
C -4.9993 -0.5593 0.7039
C -3.7091 -0.0937 0.5571
C -3.1545 0.0167 -0.7156
C -3.8898 -0.3775 -1.8287
C -5.1800 -0.8578 -1.6722
N -1.8088 0.4293 -0.8383
C -1.5046 1.2696 -1.7370
C -0.0909 1.6347 -1.9877
C 0.2581 2.4303 -3.0654
C 1.6061 2.6758 -3.2925
C 2.5426 2.1380 -2.4283
C 2.1047 1.3643 -1.3570
N 0.8152 1.1104 -1.1585
H -7.5806 -1.0482 -1.9679
H -5.4446 -0.6557 1.6847
H -3.1164 0.1897 1.4147
H -3.4331 -0.3719 -2.8107
H -5.7046 -1.2136 -2.5521
H -2.2580 1.7434 -2.3741
H -0.5057 2.8312 -3.7188
H 1.9160 3.2829 -4.1333
H 3.6006 2.3163 -2.5615
H 2.7972 0.9473 -0.6317
N -1.3061 1.7389 2.1455
C -0.7171 2.6606 2.5318
N -0.0373 3.6808 2.9941
C -0.3934 4.3098 4.2658
C 0.8875 4.7880 4.9272
O 1.6221 5.6257 4.0587
C 2.0314 4.9147 2.8974
C 0.8301 4.4542 2.0982
H -0.9010 3.5767 4.8920
H -1.0658 5.1562 4.0904
H 1.4973 3.9216 5.2150
H 0.6570 5.3722 5.8171
H 2.6338 4.0429 3.1761
H 2.6415 5.5961 2.3074
H 1.1522 3.8026 1.2892
H 0.2805 5.3148 1.7006
C 4.6772 -1.5942 -4.2819
O 3.4331 -1.7943 -3.6311
C 2.3071 -1.3914 -4.2665
C 2.2642 -0.8197 -5.5289
C 1.0448 -0.4140 -6.0615
C -0.1212 -0.5591 -5.3318
C -0.0799 -1.1238 -4.0630
C 1.1213 -1.5618 -3.5339
N 1.2692 -2.0758 -2.2276
C 0.3723 -2.4357 -1.3295
C -0.9769 -2.7888 -1.3974
C -1.6397 -3.3937 -2.5023
C -2.8786 -3.9309 -2.3488
C -3.5049 -3.8965 -1.0692
C -2.9096 -3.3295 0.0130
C -1.6346 -2.6793 -0.1110
O -1.1395 -1.9952 0.8268
H 4.8523 -0.5323 -4.4700
H 4.7193 -2.1473 -5.2225
H 5.4329 -1.9732 -3.6012
H 3.1714 -0.6901 -6.1003
H 1.0179 0.0206 -7.0519
H -1.0675 -0.2333 -5.7430
H -0.9828 -1.2171 -3.4777
H 2.2018 -1.9681 -1.8347
H 0.8179 -2.4486 -0.3416
H -1.1272 -3.4776 -3.4523
H -3.3724 -4.4217 -3.1761
H -4.4856 -4.3447 -0.9566
H -3.3953 -3.3048 0.9795
```

Results
relative energy (zero: lowest compared OMol25 entry of this formula, charge and spin) = 0.0065 eV
highest occupied orbital energy = -7.9 eV
total charge = 0
LUMO level = -0.818 eV

The following is a DFT calculation (ωB97M-V/def2-TZVPD) of C46H35F5N2O5PbS5 as an isolated structure.

Structure (XYZ):
```
99
Properties=species:S:1:pos:R:3
Pb 0.1491 1.1014 0.7489
C -4.2155 3.9334 -6.6143
C -3.5151 3.0908 -5.5813
C -3.6239 1.7034 -5.5961
C -3.0216 0.9337 -4.6133
C -2.2957 1.5527 -3.6131
C -2.1823 2.9338 -3.5697
C -2.7850 3.6931 -4.5598
S -1.5282 0.5402 -2.3075
O -2.2717 -0.7397 -2.3337
C -0.0108 0.3433 -3.3055
C 0.7819 1.5050 -3.3769
C 1.9272 1.5180 -4.1119
C 2.3923 0.3384 -4.7306
C 3.6109 0.3058 -5.4466
C 4.0680 -0.8571 -5.9987
C 3.3270 -2.0450 -5.8556
C 2.1316 -2.0398 -5.1920
C 1.6240 -0.8477 -4.6229
C 0.3668 -0.8188 -3.9401
C -0.4784 -2.0468 -4.0405
C -1.1716 -2.2962 -5.2600
C -1.1608 -1.3730 -6.3339
C -1.8083 -1.6545 -7.5053
C -2.5034 -2.8684 -7.6604
C -2.5399 -3.7742 -6.6362
C -1.8783 -3.5178 -5.4127
C -1.8761 -4.4523 -4.3530
C -1.2010 -4.1937 -3.1944
C -0.4960 -2.9891 -3.0373
S 0.6466 -2.6274 -1.6479
O 1.7894 -3.5280 -1.9413
C -0.3016 -3.4913 -0.3775
C 0.3981 -4.3332 0.4657
C -0.2814 -5.0423 1.4444
C -1.6585 -4.9116 1.5883
C -2.4003 -5.6950 2.6384
C -2.3403 -4.0379 0.7451
C -1.6705 -3.3206 -0.2340
H -4.4343 3.3543 -7.5112
H -3.6100 4.7960 -6.8935
H -5.1605 4.3071 -6.2130
H -4.1889 1.2164 -6.3831
H -3.1166 -0.1454 -4.6045
H -1.6464 3.4100 -2.7563
H -2.6956 4.7730 -4.5336
H 0.4707 2.3947 -2.8454
H 2.5106 2.4255 -4.1873
H 4.1822 1.2222 -5.5374
H 5.0114 -0.8780 -6.5306
H 3.7117 -2.9683 -6.2703
H 1.5814 -2.9627 -5.0689
H -0.6341 -0.4355 -6.2106
H -1.7831 -0.9431 -8.3217
H -3.0103 -3.0805 -8.5941
H -3.0718 -4.7120 -6.7507
H -2.4056 -5.3897 -4.4812
H -1.1894 -4.9220 -2.3942
H 1.4695 -4.4238 0.3343
H 0.2659 -5.7025 2.1077
H -1.7737 -6.4894 3.0431
H -3.3049 -6.1409 2.2215
H -2.6979 -5.0439 3.4629
H -3.4128 -3.9169 0.8541
H -2.1999 -2.6432 -0.8923
F 2.9422 -3.3365 5.9323
C 2.7147 -2.7913 4.7230
C 1.4250 -2.6082 4.2600
F 0.3923 -2.9649 5.0417
C 1.2024 -2.0938 2.9979
F -0.0705 -1.9917 2.5962
C 2.2437 -1.7144 2.1385
S 1.9956 -1.1150 0.5423
C 3.5382 -1.9171 2.6484
F 4.6028 -1.6187 1.8969
C 3.7728 -2.4389 3.9035
F 5.0305 -2.6304 4.3436
N -3.4885 0.2188 1.9371
N -2.5650 -0.3732 0.9735
H -3.4359 1.2196 1.7750
H -3.0181 0.1386 2.8322
H -3.0743 -0.4466 0.0991
H -2.3785 -1.3150 1.2941
O -2.3843 2.6876 3.2699
S -1.3007 3.2161 2.4510
O -1.0930 4.6421 2.6282
O -1.5030 2.8758 1.0067
S 0.4368 2.2428 3.0539
C 3.2777 4.6147 -1.5892
C 2.1147 4.9989 -0.9331
C 1.3146 4.0465 -0.3110
C 1.6335 2.6823 -0.3265
C 2.8320 2.3337 -0.9576
C 3.6439 3.2753 -1.5823
H 3.8944 5.3578 -2.0854
H 1.8401 6.0490 -0.8957
H 0.4166 4.3698 0.2082
H 3.1482 1.2924 -0.9605
H 4.5651 2.9610 -2.0672
```

Results
relative energy (zero: lowest compared OMol25 entry of this formula, charge and spin) = 0.4717 eV
highest occupied orbital energy = -1.3 eV
total charge = -2
LUMO level = 3.526 eV

It is found that the E_tot values, taken in the order of the records, are -3251.653047, -4942.780480 Ha.
It is found that the Kohn-Sham gap values, taken in the order of the records, are 7.089, 4.868 eV.